Formula: C3H4ClNO
Source: OMol25
Level of theory: ωB97M-V with the def2-TZVPD basis set

Bonds (Å) are listed after each position.
Geometry (Å):
1 C -2.208 1.603 -1.059  C2 1.235, H7 1.119
2 C -2.504 0.614 -0.380  C1 1.235, Cl6 1.627
3 C -1.113 -1.917 0.306  N4 1.297, H8 1.142, H9 1.038
4 N -0.285 -1.009 -0.110  C3 1.297, O5 1.313, H10 1.012
5 O 0.013 0.091 0.543  N4 1.313
6 Cl -3.501 -0.490 0.279  C2 1.627
7 H -1.482 2.330 -1.499  C1 1.119
8 H -1.555 -2.689 -0.410  C3 1.142
9 H -1.280 -2.037 1.323  C3 1.038
10 H 0.063 -1.002 -1.059  N4 1.012

For the relative energy (zero: lowest compared OMol25 entry of this formula, charge and spin), the calculation gives 562.9 kJ/mol. The LUMO energy (alpha / beta) comes out at 0.023 / 0.023 hartree. The calculation puts the HOMO energy (alpha / beta) at -8.612 / -8.614 eV. The calculation puts the HOMO-LUMO gap (alpha / beta) at 0.3390 / 0.3391 hartree. As for the structure (SMILES): C=[NH+][O-].C#CCl.

natural (NBO) analysis output, partial charges in e: C -0.227; C -0.155; C -0.180; N -0.069; O -0.548; Cl 0.136; H 0.257; H 0.204; H 0.207; H 0.376

---

Formula: C59H74N5O4
Source: OMol25
Level of theory: ωB97M-V with the def2-TZVPD basis set

Bonds (Å) are listed after each position.
Geometry (Å):
1 C -2.334 -4.029 -3.212  C2 1.521, H44 1.098, H45 1.099, H46 1.093
2 C -1.699 -4.486 -1.909  C1 1.521, C3 1.528, C4 1.537, C5 1.538
3 C -2.725 -4.426 -0.778  C2 1.528, H47 1.097, H48 1.095, H49 1.100
4 C -1.299 -5.958 -2.096  C2 1.537, H50 1.095, H51 1.099, H52 1.096
5 C -0.463 -3.666 -1.501  C2 1.538, C6 1.402, C14 1.418
6 C 0.247 -4.109 -0.377  C5 1.402, C7 1.388, H53 1.092
7 C 1.512 -3.607 -0.103  C6 1.388, C8 1.397, H54 1.093
8 C 2.138 -2.783 -1.041  C7 1.397, C9 1.401, H55 1.090
9 C 1.456 -2.333 -2.179  C8 1.401, C10 1.554, C14 1.433
10 C 2.234 -1.833 -3.428  C9 1.554, C11 1.522, C12 1.531, C13 1.533
11 C 1.963 -0.369 -3.744  C10 1.522, H56 1.093, H57 1.100, H58 1.091
12 C 1.865 -2.697 -4.636  C10 1.531, H59 1.097, H60 1.093, H61 1.096
13 C 3.749 -1.953 -3.224  C10 1.533, H62 1.097, H63 1.099, H64 1.098
14 C 0.037 -2.529 -2.185  C5 1.418, C9 1.433, N15 1.447
15 N -0.846 -1.464 -2.609  C14 1.447, C16 1.375, C43 1.390
16 C -1.486 -0.629 -1.722  N15 1.375, C17 1.390, N27 1.385
17 C -1.372 -0.789 -0.346  C16 1.390, C18 1.452, H65 1.089
18 C -2.515 -0.476 0.493  C17 1.452, C19 1.429, C26 1.419
19 C -3.797 -0.965 0.091  C18 1.429, C20 1.376, H66 1.093
20 C -4.944 -0.497 0.688  C19 1.376, C21 1.413, H67 1.084
21 C -4.791 0.529 1.649  C20 1.413, N22 1.422, C25 1.414
22 N -5.764 1.565 1.608  C21 1.422, O23 1.253, O24 1.255
23 O -5.544 2.615 2.256  N22 1.253
24 O -6.767 1.402 0.871  N22 1.255
25 C -3.548 0.827 2.254  C21 1.414, C26 1.382, H68 1.087
26 C -2.410 0.285 1.686  C18 1.419, C25 1.382, H69 1.096
27 N -2.141 0.345 -2.458  C16 1.385, C28 1.448, C42 1.396
28 C -2.971 1.427 -1.971  N27 1.448, C29 1.429, C37 1.419
29 C -2.441 2.402 -1.071  C28 1.429, C30 1.553, C34 1.403
30 C -0.995 2.965 -1.120  C29 1.553, C31 1.534, C32 1.535, C33 1.506
31 C -0.747 3.919 0.055  C30 1.534, H70 1.098, H71 1.098, H72 1.097
32 C -0.820 3.760 -2.421  C30 1.535, H73 1.097, H74 1.098, H75 1.099
33 C 0.062 1.893 -1.060  C30 1.506, H76 1.092, H77 1.097, H78 1.090
34 C -3.357 3.082 -0.255  C29 1.403, C35 1.393, H79 1.093
35 C -4.644 3.330 -0.726  C34 1.393, C36 1.383, H80 1.094
36 C -5.009 2.733 -1.919  C35 1.383, C37 1.413, H81 1.095
37 C -4.317 1.593 -2.389  C28 1.419, C36 1.413, C38 1.558
38 C -5.173 0.711 -3.345  C37 1.558, C39 1.539, C40 1.517, C41 1.528
39 C -6.634 0.710 -2.858  C38 1.539, H82 1.093, H83 1.096, H84 1.097
40 C -4.812 -0.760 -3.423  C38 1.517, H85 1.089, H86 1.094, H87 1.098
41 C -5.127 1.359 -4.728  C38 1.528, H88 1.095, H89 1.096, H90 1.096
42 C -1.880 0.096 -3.806  N27 1.396, C43 1.344, H91 1.078
43 C -1.156 -1.032 -3.893  N15 1.390, C42 1.344, H92 1.078
44 H -1.613 -4.038 -4.040  C1 1.098
45 H -3.148 -4.724 -3.464  C1 1.099
46 H -2.784 -3.037 -3.114  C1 1.093
47 H -2.354 -4.934 0.122  C3 1.097
48 H -2.939 -3.385 -0.514  C3 1.095
49 H -3.660 -4.909 -1.093  C3 1.100
50 H -0.909 -6.394 -1.171  C4 1.095
51 H -2.180 -6.541 -2.399  C4 1.099
52 H -0.533 -6.059 -2.874  C4 1.096
53 H -0.197 -4.864 0.276  C6 1.092
54 H 2.038 -3.897 0.810  C7 1.093
55 H 3.192 -2.544 -0.898  C8 1.090
56 H 2.171 0.259 -2.874  C11 1.093
57 H 2.632 -0.046 -4.555  C11 1.100
58 H 0.935 -0.197 -4.067  C11 1.091
59 H 2.087 -3.750 -4.425  C12 1.097
60 H 0.806 -2.612 -4.889  C12 1.093
61 H 2.450 -2.380 -5.507  C12 1.096
62 H 4.038 -2.984 -2.985  C13 1.097
63 H 4.259 -1.665 -4.154  C13 1.099
64 H 4.098 -1.278 -2.432  C13 1.098
65 H -0.684 -1.573 -0.031  C17 1.089
66 H -3.863 -1.678 -0.734  C19 1.093
67 H -5.935 -0.809 0.380  C20 1.084
68 H -3.531 1.549 3.066  C25 1.087
69 H -1.414 0.469 2.105  C26 1.096
70 H -0.905 3.413 1.017  C31 1.098
71 H 0.288 4.284 0.044  C31 1.098
72 H -1.399 4.799 -0.015  C31 1.097
73 H -0.898 3.104 -3.297  C32 1.097
74 H -1.599 4.532 -2.478  C32 1.098
75 H 0.160 4.257 -2.446  C32 1.099
76 H 0.044 1.226 -1.925  C33 1.092
77 H 1.049 2.369 -1.015  C33 1.097
78 H -0.063 1.286 -0.163  C33 1.090
79 H -3.071 3.521 0.704  C34 1.093
80 H -5.324 4.002 -0.196  C35 1.094
81 H -5.928 3.076 -2.405  C36 1.095
82 H -7.115 1.686 -2.962  C39 1.093
83 H -7.217 0.004 -3.461  C39 1.096
84 H -6.694 0.404 -1.807  C39 1.097
85 H -3.912 -0.957 -4.003  C40 1.089
86 H -4.728 -1.194 -2.422  C40 1.094
87 H -5.628 -1.278 -3.944  C40 1.098
88 H -4.101 1.410 -5.108  C41 1.095
89 H -5.732 0.785 -5.439  C41 1.096
90 H -5.519 2.381 -4.682  C41 1.096
91 H -2.252 0.742 -4.585  C42 1.078
92 H -0.836 -1.583 -4.764  C43 1.078
93 C 0.525 0.507 9.212  C94 1.529, O117 1.428, H118 1.109, H119 1.099
94 C 0.556 0.708 7.697  C93 1.529, N95 1.460, H120 1.107, H121 1.096
95 N 1.155 -0.399 6.957  C94 1.460, C96 1.394, C115 1.462
96 C 1.093 -0.318 5.566  N95 1.394, C97 1.411, C114 1.419
97 C 0.823 -1.467 4.793  C96 1.411, C98 1.383, H122 1.093
98 C 0.677 -1.369 3.420  C97 1.383, C99 1.422, H123 1.096
99 C 1.083 -0.193 2.733  C98 1.422, C100 1.441, C113 1.433
100 C 1.376 -0.165 1.322  C99 1.441, C101 1.426, H124 1.072
101 C 2.655 0.306 0.902  C100 1.426, C102 1.430, C112 1.425
102 C 3.760 0.327 1.811  C101 1.430, C103 1.378, H125 1.091
103 C 4.966 0.904 1.479  C102 1.378, C104 1.414, H126 1.094
104 C 5.100 1.622 0.268  C103 1.414, N105 1.386, C111 1.424
105 N 6.241 2.375 0.042  C104 1.386, C106 1.463, C110 1.460
106 C 6.086 3.621 -0.709  N105 1.463, C107 1.523, H127 1.094, H128 1.111
107 C 7.449 4.143 -1.146  C106 1.523, O108 1.428, H129 1.108, H130 1.101
108 O 8.365 4.223 -0.054  C107 1.428, C109 1.427
109 C 8.568 2.966 0.590  O108 1.427, C110 1.519, H131 1.105, H132 1.099
110 C 7.274 2.335 1.073  N105 1.460, C109 1.519, H133 1.103, H134 1.092
111 C 4.056 1.530 -0.697  C104 1.424, C112 1.385, H135 1.096
112 C 2.928 0.778 -0.415  C101 1.425, C111 1.385, H136 1.085
113 C 1.349 0.969 3.529  C99 1.433, C114 1.382, H137 1.094
114 C 1.356 0.911 4.909  C96 1.419, C113 1.382, H138 1.097
115 C 1.220 -1.742 7.533  N95 1.462, C116 1.521, H139 1.106, H140 1.100
116 C 1.313 -1.711 9.051  C115 1.521, O117 1.429, H141 1.098, H142 1.108
117 O 0.309 -0.852 9.596  C93 1.428, C116 1.429
118 H 1.474 0.897 9.634  C93 1.109
119 H -0.333 1.048 9.636  C93 1.099
120 H -0.488 0.868 7.362  C94 1.107
121 H 1.119 1.627 7.497  C94 1.096
122 H 0.706 -2.435 5.286  C97 1.093
123 H 0.352 -2.234 2.832  C98 1.096
124 H 0.747 -0.615 0.581  C100 1.072
125 H 3.653 -0.128 2.796  C102 1.091
126 H 5.780 0.869 2.208  C103 1.094
127 H 5.481 3.441 -1.601  C106 1.094
128 H 5.592 4.404 -0.095  C106 1.111
129 H 7.825 3.478 -1.949  C107 1.108
130 H 7.352 5.179 -1.504  C107 1.101
131 H 9.062 2.243 -0.083  C109 1.105
132 H 9.217 3.204 1.443  C109 1.099
133 H 6.958 2.848 1.997  C110 1.103
134 H 7.503 1.293 1.308  C110 1.092
135 H 4.131 2.041 -1.664  C111 1.096
136 H 2.196 0.553 -1.183  C112 1.085
137 H 1.603 1.908 3.028  C113 1.094
138 H 1.627 1.787 5.510  C114 1.097
139 H 0.324 -2.330 7.261  C115 1.106
140 H 2.111 -2.248 7.135  C115 1.100
141 H 1.066 -2.702 9.455  C116 1.098
142 H 2.341 -1.415 9.338  C116 1.108

The LUMO energy comes out at -0.165 hartree. The calculation puts the HOMO energy at -8.703 eV. Its charge is +1. The calculation puts the HOMO-LUMO gap at 0.1548 hartree.

Results of the Mulliken charge analysis, in e, for atoms 1 through 99: C -1.690; C 2.163; C -2.031; C -1.851; C 0.410; C -0.557; C -1.632; C 0.113; C -0.331; C 2.428; C -0.658; C -1.538; C -2.146; C -1.424; N 1.952; C 0.681; C -0.455; C -0.062; C 0.238; C -0.925; C -0.725; N 1.062; O -0.616; O -0.606; C -0.842; C 0.496; N 1.733; C -0.464; C -0.181; C 2.589; C -2.458; C -1.940; C -1.217; C 0.465; C -1.445; C -0.455; C 0.006; C 2.127; C -1.666; C -1.765; C -1.675; C -1.129; C -1.077; H 0.180; H 0.588; H 0.174; H 0.345; H 0.646; H 0.438; H 0.345; H 0.473; H 0.394; H 0.459; H 0.476; H 0.575; H -0.279; H 0.645; H 0.119; H 0.340; H 0.194; H 0.453; H 0.421; H 0.452; H 0.280; H 0.378; H -0.077; H 0.509; H 0.450; H 0.268; H 0.345; H 0.399; H 0.586; H 0.275; H 0.466; H 0.410; H -0.395; H 0.836; H -0.365; H 0.488; H 0.374; H 0.402; H 0.409; H 0.419; H 0.313; H 0.338; H 0.098; H 0.700; H 0.241; H 0.465; H 0.350; H 0.276; H 0.376; C -0.705; C -0.344; N 0.165; C 1.388; C -0.851; C -0.331; C -1.172

---

Formula: C4H11ClN2O
Source: OMol25
Level of theory: ωB97M-V with the def2-TZVPD basis set

Bonds (Å) are listed after each position.
Geometry (Å):
1 C 1.217 0.917 0.137  C3 1.512, H9 1.113, H10 1.128, H11 1.168
2 C -1.136 1.073 -0.659  C3 1.578, H12 1.197, H13 1.142, H14 1.001
3 C 0.216 0.271 -0.794  C1 1.512, C2 1.578, C4 1.531, O7 1.375
4 C -0.146 -1.185 -0.489  C3 1.531, N5 1.330, Cl8 1.734
5 N 0.861 -2.046 -0.374  C4 1.330, H15 1.003, H16 0.985
6 N -0.992 -0.731 1.697  H17 0.999, H18 1.111
7 O 0.778 0.451 -2.037  C3 1.375, H19 1.013
8 Cl -1.624 -1.806 -1.147  C4 1.734
9 H 2.094 0.238 0.036  C1 1.113
10 H 1.102 1.080 1.248  C1 1.128
11 H 1.437 1.862 -0.513  C1 1.168
12 H -1.404 0.776 0.469  C2 1.197
13 H -1.884 0.723 -1.450  C2 1.142
14 H -0.923 2.051 -0.669  C2 1.001
15 H 0.603 -2.888 0.105  N5 1.003
16 H 1.592 -1.640 0.147  N5 0.985
17 H -1.241 -1.677 1.904  N6 0.999
18 H 0.024 -0.627 2.131  N6 1.111
19 H 0.119 0.326 -2.796  O7 1.013

For the relative energy (zero: lowest compared OMol25 entry of this formula, charge and spin), the calculation gives 339.2 kJ/mol. The LUMO energy (alpha / beta) comes out at 0.009 / 0.009 hartree. The calculation puts the HOMO energy (alpha / beta) at -8.056 / -8.052 eV. The calculation puts the HOMO-LUMO gap (alpha / beta) at 0.3054 / 0.3053 hartree.

natural (NBO) analysis output, partial charges in e: C -0.632; C -0.665; C 0.145; C 0.376; N -0.781; N -1.038; O -0.721; Cl 0.042; H 0.188; H 0.245; H 0.251; H 0.299; H 0.202; H 0.198; H 0.392; H 0.390; H 0.318; H 0.304; H 0.487